1.
ORCA calculation (the ωB97M-V functional and the def2-TZVPD basis) on a structure of composition C14H12Cl21N3O3P2S2.

Structure (XYZ):
```
57
Properties=species:S:1:pos:R:3
O 8.162 -1.117 2.014
P 7.392 -0.616 0.836
O 8.314 -0.491 -0.557
O 6.687 0.859 1.169
P 5.857 -2.119 0.384
C 4.159 -1.361 0.566
C 3.822 -0.432 1.715
C 2.508 0.162 1.824
C 1.494 -0.209 0.799
N 0.199 0.319 0.852
S -0.518 -0.407 -0.457
N 0.641 -1.349 -1.208
C 1.730 -1.131 -0.369
C 3.124 -1.659 -0.422
N 3.530 -2.545 -1.534
C 4.027 -1.835 -2.415
S 4.749 -0.716 -3.326
H 9.010 -1.168 -0.441
H 7.321 1.548 0.870
H 5.911 -3.107 1.422
H 4.590 -0.185 2.488
H 2.261 0.870 2.654
C -3.549 2.003 -2.520
Cl -4.747 0.890 -3.179
Cl -2.340 1.115 -1.573
Cl -2.774 2.926 -3.812
H -4.057 2.699 -1.861
C 4.308 -3.863 4.318
Cl 3.694 -2.503 3.360
Cl 3.209 -5.244 4.212
Cl 5.931 -4.321 3.791
H 4.364 -3.551 5.356
C 0.315 3.747 2.114
Cl 2.078 3.880 2.084
Cl -0.289 3.847 3.774
Cl -0.419 5.001 1.109
H 0.038 2.778 1.708
C -6.879 4.554 -1.487
Cl -6.972 3.688 -3.027
Cl -7.828 3.725 -0.250
Cl -5.199 4.734 -0.962
H -7.296 5.546 -1.629
C -3.148 1.414 3.411
Cl -4.381 0.147 3.422
Cl -2.490 1.623 1.783
Cl -3.816 2.937 4.012
H -2.340 1.111 4.069
C -3.782 -1.827 -5.660
Cl -3.206 -1.454 -7.289
Cl -4.296 -3.516 -5.554
Cl -2.531 -1.482 -4.463
H -4.640 -1.195 -5.448
C -6.308 -2.629 -1.348
Cl -7.771 -3.317 -0.636
Cl -6.659 -1.928 -2.934
Cl -5.604 -1.415 -0.273
H -5.585 -3.427 -1.481
```

Its energy is -328542.6651 eV. Its multiplicity is 1. For the HOMO-LUMO gap, the calculation gives 7.59 eV. As for the LUMO energy: -1.47 eV.

Here are the Mulliken charges for atoms 1 to 8, given in e:
1 O -0.65
2 P 0.90
3 O -0.49
4 O -0.48
5 P 0.08
6 C 0.20
7 C -0.92
8 C -0.64

2.
ORCA calculation (the ωB97M-V functional and the def2-TZVPD basis) on an isolated molecule of C7H17N3O2.

Structure (XYZ):
```
29
Properties=species:S:1:pos:R:3
C 1.079 2.435 0.690
C 1.123 1.052 0.092
N 2.237 0.266 0.699
N 1.041 0.912 -1.285
C -0.378 0.271 0.619
C -1.527 1.252 0.385
O -1.384 1.905 -0.675
O -2.461 0.949 1.105
N -0.643 -1.100 0.003
C -1.068 -0.859 -1.429
C 0.528 -1.931 0.084
C -1.775 -1.817 0.670
H 1.196 2.325 1.818
H 1.897 3.231 0.325
H 0.148 2.822 0.375
H 3.148 0.845 0.692
H 2.541 -0.574 0.142
H 1.796 1.479 -1.789
H 0.160 1.401 -1.579
H -0.240 0.159 1.761
H -1.660 0.025 -1.461
H -0.410 -0.804 -2.338
H -1.691 -1.735 -1.488
H 1.264 -1.804 0.992
H 0.273 -2.951 0.038
H 1.160 -1.653 -0.803
H -1.803 -1.915 1.728
H -2.612 -1.242 0.355
H -1.941 -2.944 0.276
```

Its energy is -16096.4662 eV. Its multiplicity is 1. For the HOMO-LUMO gap, the calculation gives 8.87 eV. The relative energy (zero: lowest compared OMol25 entry of this formula, charge and spin) comes out at 242.53 kJ/mol. As for the LUMO energy: 0.47 eV.

Here are the Mulliken charges for atoms 1 to 8, given in e:
1 C -1.51
2 C 0.64
3 N -0.64
4 N -0.49
5 C -0.45
6 C 0.39
7 O -0.73
8 O -0.69

Look up the LUMO energy of the first one. -1.47 eV

LUMO energy of number 2 (C7H17N3O2)? 0.47 eV